Entry 1:
Entry from the OMol25 dataset: 14 unconnected molecules or ions with the total composition C4H34NO16 at a distorted geometry (the ωB97M-V functional and the def2-TZVPD basis).

Computed properties:
* F_max: 0.12987 Eh/bohr
* 2S+1: 2
* <S²>: 0.762
* energy above the lowest of the compared OMol25 structures with the same formula, charge and spin: 70.9 kcal per mole
* E_LUMO (spin up / spin down): -1.4 / -7.1 eV
* molar mass: 352.31 Da

Positions of all 55 atoms, in Å:
O: 1.479 0.017 1.454
C: 0.348 -0.016 0.886
O: 0.342 0.126 -0.437
C: -0.788 0.197 1.941
C: -1.271 -1.138 2.430
C: -2.746 -1.167 2.510
O: -3.202 -2.517 2.628
N: -0.207 0.960 3.206
H: 1.483 0.345 -1.398
H: -1.579 0.788 1.607
H: -0.782 -1.911 1.813
H: -0.808 -1.337 3.406
H: -3.252 -0.911 1.517
H: -3.107 -0.549 3.292
H: 0.346 0.338 3.657
H: 0.527 1.622 2.790
H: 0.018 2.051 -3.442
H: 0.287 3.473 -3.389
O: 0.300 2.691 -3.976
H: -3.111 0.799 -0.898
H: -3.247 1.586 -2.132
O: -3.870 1.295 -1.322
H: 1.392 1.968 -1.275
H: 2.094 2.897 -2.111
O: 1.211 2.795 -1.612
H: 3.032 2.288 1.346
H: 2.987 0.839 1.043
O: 3.499 1.613 0.767
H: 2.196 -2.511 -2.235
H: 0.327 -3.508 -0.831
O: 1.430 -2.488 -1.811
H: -1.088 1.102 -0.899
H: -0.952 2.605 -1.278
O: -1.550 1.900 -1.394
H: -2.711 -2.938 2.005
H: 0.347 -3.914 0.621
O: -0.191 -3.338 0.037
H: 2.043 2.210 -3.795
H: 2.972 1.254 -2.926
O: 2.893 2.197 -3.413
H: 2.735 -3.491 1.526
H: 2.285 -3.045 0.235
O: 2.355 -3.814 0.767
H: -1.852 -1.867 -1.737
H: -1.727 -1.330 -3.042
O: -2.188 -2.060 -2.604
H: -4.189 2.931 -0.002
H: -2.667 3.121 0.012
O: -3.510 3.503 0.252
H: 1.462 -1.671 -1.285
H: 2.939 0.264 -0.796
O: 2.504 0.148 -1.697
H: 2.011 -1.059 2.725
H: 0.971 -1.585 3.834
O: 1.776 -1.758 3.428

***

Entry 2:
Entry from the OMol25 dataset: a molecular structure, C19H14IrNO4S2Te4 at a distorted geometry (the ωB97M-V functional and the def2-TZVPD basis).

Computed properties:
* F_max: 0.02641 Eh/bohr
* net charge: +1
* 2S+1: 2
* <S²>: 0.761
* energy above the lowest of the compared OMol25 structures with the same formula, charge and spin: 0.0 kcal per mole
* E_LUMO (spin up / spin down): -4.6 / -5.4 eV
* molar mass: 1087.08 Da

Positions of all 45 atoms, in Å:
Ir: 1.405 0.903 -1.880
Te: 1.149 0.067 -4.280
Te: -1.292 0.821 -4.970
Te: -1.158 3.362 -4.064
Te: 1.111 3.281 -2.767
O: -0.629 0.913 -1.553
S: -1.072 0.051 -0.328
C: -2.303 -1.051 -0.928
C: -3.341 -0.616 -1.746
C: -4.275 -1.542 -2.166
C: -4.171 -2.870 -1.759
C: -3.134 -3.284 -0.940
C: -2.176 -2.370 -0.522
C: -2.017 1.203 0.641
C: -2.669 0.705 1.763
C: -3.382 1.585 2.557
C: -3.429 2.936 2.234
C: -2.757 3.415 1.121
C: -2.037 2.547 0.311
H: -3.411 0.426 -2.031
H: -5.093 -1.236 -2.802
H: -4.911 -3.586 -2.088
H: -3.060 -4.318 -0.633
H: -1.339 -2.674 0.094
H: -2.620 -0.346 2.015
H: -3.895 1.217 3.434
H: -3.987 3.617 2.859
H: -2.787 4.468 0.881
H: -1.496 2.904 -0.554
O: 1.424 -2.053 1.255
S: 1.994 -0.745 1.342
O: 1.422 0.224 2.225
N: 2.076 -0.075 -0.185
C: 3.345 0.144 -0.577
O: 3.465 0.695 -1.713
C: 4.379 -0.287 0.365
C: 5.759 -0.243 0.260
C: 6.497 -0.753 1.320
C: 5.871 -1.289 2.441
C: 4.485 -1.332 2.549
C: 3.764 -0.820 1.494
H: 6.237 0.175 -0.614
H: 7.577 -0.737 1.275
H: 6.479 -1.683 3.243
H: 4.002 -1.745 3.421

***

Entry 3:
Entry from the OMol25 dataset: H5NP4 in the gas phase at a distorted geometry (the ωB97M-V functional and the def2-TZVPD basis).

Computed properties:
* F_max: 0.04429 Eh/bohr
* energy above the lowest of the compared OMol25 structures with the same formula, charge and spin: 14.6 kcal per mole
* E_LUMO: -1.4 eV
* molar mass: 142.94 Da

Positions of all 10 atoms, in Å:
N: 0.783 -2.923 0.717
P: 0.500 0.463 0.565
P: 0.325 3.059 -1.103
P: -0.095 -1.681 0.518
P: -0.146 0.930 -1.219
H: 1.611 -3.035 0.208
H: -0.995 3.441 -1.173
H: 0.247 3.042 0.431
H: -1.175 -1.560 -0.453
H: -1.055 -1.736 1.510

***

Entry 4:
Entry from the OMol25 dataset: C14H22FN2O7PS in the gas phase at a distorted geometry (the ωB97M-V functional and the def2-TZVPD basis).

Computed properties:
* F_max: 0.07830 Eh/bohr
* energy above the lowest of the compared OMol25 structures with the same formula, charge and spin: 80.5 kcal per mole
* E_LUMO: -0.2 eV
* molar mass: 412.38 Da
* structure (SMILES): C[C@@H](F)[C@](C#N)(CCCS(=O)(=O)O)[C@@](C#N)(CCCCOC=O)P(O)O

Positions of all 48 atoms, in Å:
C: -2.035 3.113 0.157
C: -1.456 2.395 -1.131
F: -0.933 3.448 -1.968
C: -0.385 1.257 -0.869
C: 0.585 1.742 0.281
N: 1.333 2.108 1.108
C: 0.398 1.039 -2.264
C: 1.835 1.719 -2.311
C: 2.950 0.708 -1.742
S: 4.605 0.929 -2.509
O: 4.633 1.923 -3.594
O: 5.541 1.232 -1.393
O: 5.063 -0.595 -3.050
C: -0.983 -0.143 -0.390
C: 0.240 -1.087 -0.032
N: 1.045 -1.946 -0.005
C: -1.884 -0.084 0.922
C: -2.287 -1.500 1.529
C: -1.962 -1.538 3.094
C: -0.451 -1.855 3.436
O: -0.211 -3.254 3.796
C: 1.102 -3.284 4.330
O: 1.612 -4.305 4.767
P: -2.075 -0.826 -1.797
O: -3.656 -1.142 -1.276
O: -1.368 -2.166 -2.553
H: -1.694 4.198 0.231
H: -3.168 3.172 0.038
H: -1.819 2.603 1.136
H: -2.344 1.983 -1.709
H: -0.207 1.420 -3.150
H: 0.563 -0.067 -2.490
H: 2.086 1.850 -3.417
H: 1.892 2.745 -1.850
H: 3.039 0.957 -0.633
H: 2.588 -0.374 -1.761
H: 4.424 -1.257 -2.702
H: -2.800 0.550 0.718
H: -1.310 0.468 1.740
H: -3.425 -1.562 1.461
H: -1.896 -2.393 0.961
H: -2.176 -0.502 3.516
H: -2.627 -2.303 3.615
H: 0.293 -1.565 2.637
H: -0.182 -1.236 4.357
H: 1.715 -2.324 4.407
H: -3.826 -2.112 -1.167
H: -0.385 -2.140 -2.473

***

Entry 5:
Entry from the OMol25 dataset: a molecular structure, C36H42BN12OPtS (the ωB97M-V functional and the def2-TZVPD basis).

Computed properties:
* F_max: 0.01297 Eh/bohr
* net charge: +2
* 2S+1: 4
* <S²>: 3.780
* energy above the lowest of the compared OMol25 structures with the same formula, charge and spin: 47.7 kcal per mole
* E_LUMO (spin up / spin down): -6.4 / -10.3 eV
* molar mass: 896.77 Da

Positions of all 94 atoms, in Å:
Pt: 0.047 0.069 -0.504
C: -0.639 -2.913 -2.941
C: 0.686 -2.675 -2.297
C: 1.874 -3.357 -2.566
C: 2.775 -2.904 -1.631
N: 2.168 -1.988 -0.858
N: 0.880 -1.842 -1.269
B: 2.569 -1.563 0.591
N: 2.831 -0.023 0.710
C: 3.875 0.570 1.308
C: 3.509 1.851 1.654
C: 2.180 1.976 1.248
C: 1.275 3.133 1.532
N: 1.792 0.840 0.651
N: 1.309 -1.833 1.506
C: 1.095 -2.547 2.626
C: -0.203 -2.366 3.046
C: -0.768 -1.494 2.116
C: -2.150 -0.940 2.041
N: 0.150 -1.185 1.209
N: 3.850 -2.270 0.967
C: 4.247 -3.151 1.920
C: 5.574 -3.421 1.726
C: 5.941 -2.648 0.608
C: 7.277 -2.558 -0.057
N: 4.908 -1.958 0.156
H: -0.679 -3.940 -3.299
H: -0.806 -2.261 -3.801
H: -1.449 -2.774 -2.228
H: 2.039 -4.106 -3.321
H: 3.803 -3.170 -1.458
H: 4.797 0.037 1.457
H: 4.104 2.587 2.168
H: 1.306 3.900 0.755
H: 1.594 3.609 2.457
H: 0.246 2.803 1.665
H: 1.860 -3.149 3.073
H: -0.675 -2.806 3.907
H: -2.704 -1.172 2.948
H: -2.697 -1.365 1.197
H: -2.127 0.145 1.923
H: 3.592 -3.539 2.675
H: 6.202 -4.066 2.317
H: 8.032 -3.082 0.527
H: 7.586 -1.520 -0.173
H: 7.249 -3.007 -1.050
C: -7.605 -1.262 -4.375
C: -6.647 -2.236 -3.708
N: -5.232 -1.920 -3.968
C: -4.526 -2.746 -4.946
C: -4.986 -2.522 -6.378
C: -4.696 -0.922 -3.249
O: -5.295 -0.314 -2.370
C: -3.263 -0.502 -3.485
C: -2.703 -0.146 -4.700
C: -1.390 0.309 -4.732
C: -0.683 0.393 -3.550
N: -1.234 0.089 -2.366
C: -2.495 -0.337 -2.341
H: -8.630 -1.510 -4.101
H: -7.528 -1.298 -5.462
H: -7.405 -0.245 -4.040
H: -6.812 -3.254 -4.059
H: -6.797 -2.218 -2.630
H: -4.689 -3.789 -4.667
H: -3.456 -2.568 -4.852
H: -6.022 -2.833 -6.515
H: -4.372 -3.108 -7.062
H: -4.916 -1.471 -6.662
H: -3.284 -0.205 -5.612
H: -0.916 0.584 -5.664
H: 0.358 0.693 -3.541
H: -2.938 -0.529 -1.371
S: -0.739 6.552 -2.561
C: -0.467 4.960 -1.976
C: -1.496 4.403 -1.198
C: -1.322 3.106 -0.748
N: -0.207 2.414 -0.977
C: 0.795 2.970 -1.671
C: 0.710 4.234 -2.216
C: 0.140 6.639 -4.092
C: 1.466 7.037 -4.159
C: 2.045 7.045 -5.423
N: 1.392 6.706 -6.530
C: 0.112 6.368 -6.435
C: -0.583 6.313 -5.230
H: -2.398 4.953 -0.963
H: -2.096 2.612 -0.174
H: 1.700 2.380 -1.760
H: 1.535 4.645 -2.781
H: 2.026 7.354 -3.290
H: 3.080 7.343 -5.544
H: -0.397 6.130 -7.361
H: -1.629 6.040 -5.203

***

Entry 6:
Entry from the OMol25 dataset: a molecular structure, C4H12N2O at a distorted geometry (the ωB97M-V functional and the def2-TZVPD basis).

Computed properties:
* F_max: 0.11907 Eh/bohr
* energy above the lowest of the compared OMol25 structures with the same formula, charge and spin: 109.0 kcal per mole
* E_LUMO: 0.8 eV
* molar mass: 104.15 Da

Positions of all 19 atoms, in Å:
C: -0.767 0.643 -0.135
C: 1.268 0.064 0.637
C: -0.524 -1.771 -0.317
C: 2.206 1.054 -0.006
N: -0.029 -0.423 -0.558
N: -1.709 0.624 0.880
O: -1.675 0.359 -1.775
H: -2.379 -0.301 -1.720
H: -0.341 1.620 -0.336
H: -1.852 1.489 1.376
H: -2.255 -0.221 0.965
H: 0.910 0.360 1.626
H: 1.702 -0.929 0.710
H: 0.280 -2.387 0.090
H: -0.829 -2.182 -1.277
H: -1.374 -1.902 0.361
H: 2.345 0.813 -1.059
H: 1.835 2.076 0.066
H: 3.187 1.013 0.474

***

Entry 7:
Entry from the OMol25 dataset: 2 unconnected molecules or ions with the total composition C7H14 at a distorted geometry (the ωB97M-V functional and the def2-TZVPD basis).

Computed properties:
* F_max: 0.04017 Eh/bohr
* energy above the lowest of the compared OMol25 structures with the same formula, charge and spin: 119.5 kcal per mole
* E_LUMO (spin up / spin down): 0.6 / 0.7 eV
* molar mass: 98.19 Da

Positions of all 21 atoms, in Å:
C: 1.999 -0.788 0.710
C: 0.792 -0.732 -0.150
C: 0.035 0.457 -0.169
C: 0.451 1.713 0.335
C: -1.121 0.502 -1.258
C: -1.589 0.241 0.073
C: -2.105 -1.092 0.543
H: 2.448 -1.785 0.745
H: 2.777 -0.074 0.389
H: 1.738 -0.477 1.741
H: 2.040 0.603 -1.822
H: 0.436 -1.619 -0.663
H: 1.409 1.831 0.826
H: -0.240 2.548 0.368
H: 2.011 1.326 -1.605
H: -1.246 1.485 -1.696
H: -1.071 -0.324 -1.961
H: -1.973 1.089 0.629
H: -1.802 -1.291 1.574
H: -1.757 -1.913 -0.086
H: -3.201 -1.070 0.509

***

Entry 8:
Entry from the OMol25 dataset: 2 unconnected molecules or ions with the total composition C5H14 at a distorted geometry (the ωB97M-V functional and the def2-TZVPD basis).

Computed properties:
* F_max: 0.03119 Eh/bohr
* energy above the lowest of the compared OMol25 structures with the same formula, charge and spin: 9.4 kcal per mole
* E_LUMO: 1.1 eV
* molar mass: 74.17 Da
* structure (SMILES): CCC.CC

Positions of all 19 atoms, in Å:
C: -2.038 -1.476 0.453
C: -2.281 -0.536 -0.706
C: -1.181 0.522 -0.879
H: -1.104 -2.037 0.299
H: -2.788 -2.247 0.657
H: -1.852 -1.005 1.425
H: -2.466 -1.110 -1.620
H: -3.256 -0.079 -0.563
H: -1.625 1.472 -0.581
H: -0.326 0.297 -0.255
H: -0.946 0.698 -1.925
C: 2.214 0.538 1.176
C: 2.768 0.844 -0.210
H: 1.328 1.161 1.279
H: 1.971 -0.514 1.314
H: 2.884 0.769 2.011
H: 2.385 0.123 -0.939
H: 2.465 1.831 -0.566
H: 3.850 0.747 -0.369